The ion C5H9N4O2 with charge +1 at a distorted geometry. Source: the Open Molecules 2025 dataset; level of theory: ωB97M-V/def2-TZVPD.

Last column: Mulliken charge in e.
Element x y z (Å)
C  3.05  -1.12  0.14  -0.614
C  2.02  -0.92  0.93  -0.293
N  0.73  -0.65  0.50  -0.054
C  0.10  -1.41  -0.40  -0.054
N  -1.05  -1.22  -0.98  0.366
O  -1.57  -2.20  -1.71  -0.458
C  -1.79  0.01  -0.86  0.370
O  -2.82  0.15  -1.53  -0.576
N  -1.09  1.03  -0.25  -0.584
C  -1.52  1.86  0.68  0.174
N  -0.75  2.93  0.96  -0.294
H  2.94  -0.82  -0.87  0.324
H  4.14  -1.23  0.43  0.256
H  2.31  -0.69  1.91  0.403
H  0.36  0.28  0.58  0.251
H  0.66  -2.28  -0.68  0.492
H  -2.51  -1.92  -2.13  0.438
H  -2.28  1.46  1.23  0.415
H  -0.87  3.60  1.68  0.219
H  -0.05  3.13  0.37  0.219

- lowest unoccupied orbital energy (eV) = -3.982
- Kohn-Sham gap (eV) = 9.46
- maximum force (eV/Å) = 4.41
- structure (SMILES) = C=CN/C=[N+](/O)C(=O)/N=C/N
- total charge = +1



The ion C5H9N4O2 with charge +1 at a distorted geometry. Source: the Open Molecules 2025 dataset; level of theory: ωB97M-V/def2-TZVPD.

Last column: Mulliken charge in e.
Element x y z (Å)
N  -1.75  1.74  -1.96  -0.389
C  -0.86  0.69  -1.94  0.746
O  -1.16  -0.42  -2.58  -0.449
N  0.09  0.77  -1.08  -0.259
C  0.35  -0.69  -0.22  -0.221
N  -0.55  -0.74  0.79  -0.557
C  -0.07  -0.66  2.06  0.665
O  -1.01  -0.77  3.08  -0.458
C  1.30  -0.53  2.43  -0.494
C  2.14  -0.35  1.36  -0.218
N  1.74  -0.75  0.12  -0.159
H  -1.28  2.45  -1.56  0.153
H  -2.50  1.95  -2.65  0.253
H  -2.02  -0.48  -3.05  0.360
H  0.24  1.70  -0.68  0.205
H  -0.04  -1.42  -1.03  0.417
H  -1.76  -1.14  2.65  0.363
H  1.73  -0.61  3.42  0.399
H  3.18  -0.08  1.62  0.382
H  2.23  -0.67  -0.77  0.260

- lowest unoccupied orbital energy (eV) = -3.251
- Kohn-Sham gap (eV) = 9.24
- maximum force (eV/Å) = 3.98
- structure (SMILES) = N/C(O)=[NH+]/[C@@H]1N=C(O)C=CN1
- total charge = +1



The ion C5H9N4O2S with charge +1 at a distorted geometry. Source: the Open Molecules 2025 dataset; level of theory: ωB97M-V/def2-TZVPD.

Last column: Mulliken charge in e.
Element x y z (Å)
N  -0.20  -1.98  -0.34  -0.377
C  -0.53  -0.69  -0.25  0.568
C  0.68  0.39  -0.10  -0.079
S  2.39  -0.11  -0.09  1.139
N  2.64  -0.45  1.51  -0.450
O  2.47  -1.33  -0.82  -0.675
O  3.09  1.08  -0.47  -0.633
N  0.38  1.68  -0.10  -0.001
C  -0.87  2.15  -0.17  -0.552
C  -1.94  1.29  -0.21  -0.641
C  -1.82  -0.11  -0.24  0.683
N  -2.93  -0.88  -0.30  -0.412
H  -0.88  -2.65  -0.64  0.224
H  0.78  -2.18  -0.51  0.238
H  3.03  -1.36  1.67  0.286
H  3.14  0.27  2.02  0.273
H  1.19  2.30  -0.09  0.272
H  -1.00  3.22  -0.18  0.402
H  -2.93  1.72  -0.25  0.353
H  -3.83  -0.45  -0.26  0.206
H  -2.88  -1.88  -0.18  0.175

- lowest unoccupied orbital energy (spin up / spin down) (eV) = -4.168 / -4.167
- Kohn-Sham gap (spin up / spin down) (eV) = 8.03 / 8.03
- maximum force (eV/Å) = 6.30
- structure (SMILES) = Nc1c(S(N)(=O)=O)[nH]ccc1=[NH2+]
- total charge = +1



A cluster of 2 separate species, C5H9N4O5 in total at a distorted geometry. Source: the Open Molecules 2025 dataset; level of theory: ωB97M-V/def2-TZVPD.

Last column: Mulliken charge in e.
Element x y z (Å)
C  -3.22  0.92  0.25  -1.105
C  -1.97  1.37  -0.56  0.141
C  -1.73  0.61  -1.91  -0.789
N  -0.27  0.68  -1.91  -0.297
C  0.04  0.38  -0.57  0.407
N  0.75  -0.55  -0.07  -0.024
C  0.91  -0.70  1.42  0.408
O  -0.11  -0.73  2.15  -0.699
O  2.05  -0.79  1.78  -0.522
N  -0.65  1.35  0.15  -0.316
H  -2.94  0.71  1.28  0.360
H  -3.99  1.70  0.16  0.289
H  -3.58  -0.01  -0.22  0.285
H  -2.11  2.41  -0.91  0.339
H  -2.27  1.12  -2.71  0.363
H  -2.13  -0.42  -1.81  0.326
H  0.24  0.18  -2.63  0.268
H  1.19  -1.20  -0.71  0.236
H  -0.86  1.11  1.12  0.328
N  5.16  -2.04  1.43  0.960
O  5.77  -1.17  0.75  -0.672
O  4.31  -2.77  0.88  -0.635
O  5.41  -2.17  2.64  -0.649

- lowest unoccupied orbital energy (eV) = 2.136
- Kohn-Sham gap (eV) = 5.61
- maximum force (eV/Å) = 3.94
- total charge = -1